(1)
Below is a structure of composition C38H39F3N2OPdS3Sb, with properties calculated with wB97M-V/def2-TZVPD.

Geometry as XYZ:
```
88
Properties=species:S:1:pos:R:3:forces:R:3:lowdin_charge:R:1
Pd -0.80913 0.01194 -0.50541 -0.15 -0.04 0.09 0.14
C -1.30084 -0.56700 4.03484 -0.02 0.01 0.06 -0.07
C -0.25420 0.38350 3.55578 -0.15 -0.12 -0.12 -0.66
N 0.43556 0.17666 2.48239 0.05 0.04 0.29 0.08
C 1.33671 1.18472 2.26205 -0.05 0.21 0.16 -0.34
C 1.30302 2.19480 3.17908 0.00 -0.10 -0.08 -0.36
S 0.12942 1.85378 4.37431 -0.07 0.05 -0.03 1.02
C 2.24886 1.07941 1.12730 0.29 0.21 -0.10 -0.34
C 3.29926 1.91039 0.87497 -0.14 -0.07 -0.01 -0.36
S 4.10978 1.40005 -0.53852 0.00 -0.01 0.00 1.03
C 2.99928 0.07978 -0.68213 -0.25 -0.06 -0.19 -0.64
N 2.09188 0.04876 0.23796 0.25 -0.13 0.14 0.09
C 3.04720 -0.88245 -1.81770 0.08 -0.02 -0.04 -0.07
H -1.86387 -0.92122 3.17095 0.01 -0.01 -0.03 0.05
H -1.98260 -0.09912 4.74461 0.00 0.00 0.01 0.07
H -0.83482 -1.43050 4.51299 -0.03 -0.02 -0.01 0.08
H 1.88435 3.09866 3.19710 0.05 0.06 0.01 0.07
H 3.61696 2.77382 1.43164 0.02 0.05 0.04 0.06
H 3.98508 -1.44076 -1.82273 0.00 -0.02 -0.02 0.07
H 2.93275 -0.35713 -2.76512 0.01 0.00 -0.01 0.07
H 2.20878 -1.56904 -1.72144 -0.01 -0.02 0.01 0.07
F 0.95348 1.97433 -2.02097 -0.02 -0.02 -0.08 -0.04
C -0.05609 1.03949 -2.23200 0.02 -0.12 0.26 -0.54
F -0.95590 1.73938 -3.03010 0.08 0.04 -0.09 -0.05
F 0.54362 0.18118 -3.17438 0.04 0.12 -0.09 -0.06
C -3.39420 -4.99658 -2.05205 0.02 0.02 -0.08 -0.06
C -3.83626 -4.49281 -0.70586 0.03 -0.06 -0.02 -0.32
C -5.02283 -5.02368 -0.19664 -0.04 -0.02 -0.01 -0.08
C -5.49681 -4.69096 1.05796 -0.04 0.01 0.02 -0.10
C -4.77523 -3.79805 1.83590 -0.02 -0.04 0.05 -0.11
C -3.60863 -3.25522 1.32908 0.03 0.06 0.06 -0.17
C -3.10926 -3.58372 0.06635 -0.02 0.16 0.03 -0.30
Sb -1.25209 -2.46933 -0.26172 0.16 0.02 -0.17 1.53
C -0.05504 -3.73096 1.02882 -0.02 0.08 -0.06 -0.31
C 0.86694 -3.00130 1.77496 0.02 0.15 -0.04 -0.14
C 1.72863 -3.62089 2.67011 0.01 0.04 0.03 -0.10
C 1.66943 -4.99343 2.82972 0.00 -0.03 0.02 -0.10
C 0.76048 -5.73011 2.08415 0.04 -0.05 0.06 -0.07
C -0.10487 -5.12305 1.17952 0.00 -0.02 0.00 -0.30
C -1.04136 -5.99597 0.39309 -0.01 -0.06 -0.03 -0.05
C -0.43655 -3.22014 -2.12223 -0.10 0.00 0.04 -0.33
C 0.64807 -4.08877 -2.11861 0.07 -0.12 0.09 -0.14
C 1.29854 -4.43954 -3.29465 0.02 -0.01 -0.03 -0.10
C 0.86686 -3.90655 -4.49724 0.03 0.00 -0.01 -0.10
C -0.20402 -3.02574 -4.51060 0.03 0.01 -0.02 -0.06
C -0.86074 -2.66582 -3.34031 -0.10 0.06 0.05 -0.32
C -1.98552 -1.67507 -3.39367 -0.04 0.02 -0.02 -0.08
H -3.33583 -6.08726 -2.04158 -0.02 -0.02 -0.01 0.08
H -2.42094 -4.61822 -2.34208 0.08 0.08 -0.03 0.04
H -4.11199 -4.71716 -2.82568 -0.02 0.02 -0.04 0.08
H -5.57601 -5.72948 -0.80675 -0.02 -0.03 -0.02 0.11
H -6.41809 -5.12511 1.42513 -0.02 -0.01 0.01 0.09
H -5.12253 -3.51832 2.82321 0.00 -0.01 0.01 0.10
H -3.06699 -2.53721 1.94012 0.01 0.00 -0.01 0.07
H 0.91071 -1.92360 1.64683 0.02 -0.07 0.01 0.04
H 2.44067 -3.02800 3.23067 0.02 0.01 0.02 0.10
H 2.33206 -5.49603 3.52319 0.02 -0.02 0.02 0.09
H 0.72542 -6.80806 2.19706 0.00 -0.03 0.01 0.10
H -0.68613 -7.02708 0.39626 -0.01 -0.03 -0.01 0.08
H -1.11634 -5.66709 -0.64190 -0.01 0.03 -0.05 0.05
H -2.04808 -5.98061 0.81196 -0.03 0.00 0.03 0.08
H 1.00654 -4.50365 -1.18210 -0.01 0.03 -0.01 0.09
H 2.13921 -5.12084 -3.26474 0.03 -0.02 0.00 0.09
H 1.36773 -4.16166 -5.42298 0.01 -0.02 -0.01 0.09
H -0.52686 -2.58503 -5.44616 -0.01 0.00 -0.03 0.11
H -2.24481 -1.43142 -4.42439 -0.01 0.01 -0.01 0.08
H -1.69523 -0.75414 -2.87242 -0.09 -0.13 -0.06 0.02
H -2.88198 -2.05462 -2.89554 -0.06 -0.05 0.04 0.06
C -6.28432 -1.44516 -1.49820 -0.03 -0.05 -0.03 -0.05
C -5.28092 -0.47990 -0.93492 0.03 0.01 0.06 -0.28
C -4.54568 0.35693 -1.76554 0.06 0.04 -0.03 -0.04
C -3.56322 1.19687 -1.25842 -0.01 0.03 0.06 -0.09
C -3.31925 1.20228 0.10906 -0.04 0.04 -0.12 -0.42
C -4.06361 0.39619 0.95925 0.05 -0.01 0.01 -0.10
C -5.03704 -0.43741 0.43504 -0.07 0.02 0.00 -0.06
S -1.93684 2.21396 0.65470 0.04 0.13 -0.10 0.82
C -2.79226 3.03096 2.04399 0.01 -0.09 -0.05 -0.24
O -1.80403 3.32133 -0.32893 0.02 -0.01 0.08 -0.51
H -6.64526 -1.11603 -2.47266 0.00 0.00 -0.02 0.07
H -7.14252 -1.55829 -0.83462 -0.01 -0.02 0.01 0.08
H -5.83432 -2.43406 -1.62118 0.00 -0.01 0.01 0.07
H -4.72075 0.33441 -2.83533 -0.01 0.00 -0.02 0.11
H -2.96634 1.83454 -1.89888 -0.03 -0.04 0.02 0.09
H -3.87816 0.39629 2.02566 0.04 0.00 0.06 0.10
H -5.60342 -1.08203 1.09698 -0.01 0.01 -0.01 0.10
H -3.72652 3.44213 1.66811 -0.04 0.03 0.00 0.06
H -2.12321 3.82801 2.35850 0.06 0.03 0.01 0.04
H -2.96076 2.35248 2.87543 -0.03 -0.13 0.06 0.03
```
Forces are in eV/Å.

- Energy relative to the best compared isomer or geometry (same formula, charge and spin): 0.642 eV
- LUMO level: 2.213 eV
- Orbital gap: 5.423 eV
- Charge: -1

(2)
Below is the molecule C7H12N2S in a non-equilibrium geometry, with properties calculated with wB97M-V/def2-TZVPD.

Geometry as XYZ:
```
22
Properties=species:S:1:pos:R:3:forces:R:3:lowdin_charge:R:1
C 0.78393 1.53515 0.35080 -1.24 -1.86 0.32 -0.03
C 1.06132 0.79824 -0.75687 -0.95 1.26 0.69 -0.12
C -0.55659 -0.39001 1.11562 1.96 0.71 -0.60 -0.06
C -0.15384 0.90662 1.35989 0.31 -0.27 -0.81 -0.27
C 0.30599 -0.38622 -1.29034 -1.18 0.06 3.51 -0.70
C -0.56107 1.63102 2.63983 -0.75 -1.29 -0.58 -0.07
C 1.18324 -1.03330 -2.31085 -1.67 -1.53 0.05 -0.10
N -0.02758 -1.15615 0.01304 -0.69 1.45 -0.75 -0.15
N -0.67245 -2.41674 -0.11630 1.68 0.70 -2.71 0.05
S -1.30525 0.26672 -2.14972 0.62 -0.43 0.88 0.71
H 1.19824 2.53910 0.51824 0.03 -0.71 0.04 0.11
H 1.72613 1.15904 -1.49056 0.84 0.74 -0.63 0.09
H -1.00900 -1.03839 1.88890 -0.05 0.70 -0.56 0.12
H -0.79464 0.84639 3.39395 -0.24 0.71 -0.37 0.08
H -1.42454 2.28989 2.44445 0.25 -0.30 0.32 0.08
H 0.22559 2.21871 3.05730 0.69 0.48 0.10 0.06
H 0.73598 -1.94197 -2.72987 0.29 -0.19 0.46 0.09
H 2.14775 -1.18465 -1.87565 0.67 -0.24 -0.12 0.09
H 1.14765 -0.37347 -3.13811 0.68 0.91 -0.82 0.06
H -1.47111 -2.36582 -0.72841 -0.56 0.16 0.23 0.07
H -0.84046 -2.73379 0.77996 -0.70 -0.98 1.82 0.04
H -1.69927 0.82964 -0.97528 0.01 -0.11 -0.48 -0.14
```
Forces are in eV/Å.

- Energy relative to the best compared isomer or geometry (same formula, charge and spin): 2.687 eV
- LUMO level: 0.694 eV
- Orbital gap: 8.258 eV
- SMILES string: CC1=CN(N)[C@@](C)(S)C=C1

(3)
Below is a cluster of 7 separate species, C12H41N3O7 in total in a non-equilibrium geometry, with properties calculated with wB97M-V/def2-TZVPD.

Geometry as XYZ:
```
63
Properties=species:S:1:pos:R:3:forces:R:3:lowdin_charge:R:1
O -4.82725 -21.19440 24.50063 0.44 0.03 0.26 -0.04
H -5.65524 -21.10553 24.02864 -0.79 -0.06 -0.39 -0.01
H -4.95334 -21.95727 25.06487 0.12 -0.16 0.15 0.06
O -4.14777 -19.17451 22.65004 -0.73 0.43 -0.31 -0.05
H -3.22937 -19.25151 22.39151 0.72 -0.07 -0.32 -0.01
H -4.29793 -19.92266 23.22793 0.07 -0.18 0.37 -0.01
O -4.60410 -16.88973 20.75673 -0.20 0.28 -0.42 -0.05
H -4.78702 -17.64795 21.31160 0.14 -0.63 0.50 0.01
H -5.30939 -16.27304 20.95292 -0.17 0.20 -0.02 0.05
O -1.45318 -19.47066 21.83370 -0.87 -1.07 -0.49 -0.04
H -0.76073 -18.90848 22.18112 0.38 0.80 0.37 -0.03
H -1.07885 -19.84854 21.03789 -0.12 -0.20 -0.23 0.06
C -4.78238 -27.58898 19.80896 0.34 0.08 -0.60 -0.07
C -4.95218 -26.55739 20.93234 -0.17 -0.20 -0.91 -0.46
C -5.84302 -25.37370 20.53068 1.30 1.00 0.29 -0.16
O -5.79665 -24.30600 21.51359 -1.70 -0.17 0.21 -0.22
C -4.71686 -23.40573 21.52681 0.72 -0.90 -1.48 -0.11
N -5.56250 -27.17510 22.05885 0.16 -1.15 1.07 0.03
H -4.22765 -27.26181 18.92957 0.05 0.79 0.06 0.07
H -5.72241 -27.92594 19.37203 -0.23 -0.29 0.42 0.08
H -4.15517 -28.41999 20.13165 -0.51 -0.22 0.41 0.08
H -3.93522 -26.30727 21.23456 -0.03 0.68 -0.08 0.13
H -6.89264 -25.66738 20.54249 0.09 -0.21 -0.12 0.13
H -5.57282 -25.06723 19.52015 -0.02 0.66 -0.12 0.12
H -3.87081 -24.09295 21.52111 0.90 0.88 0.31 0.08
H -4.71025 -22.63649 22.29903 -0.35 -0.82 0.67 0.07
H -4.70268 -22.79291 20.62551 0.11 -0.15 -0.53 0.08
H -6.48561 -27.48278 21.78812 -0.23 -0.03 0.35 0.07
H -5.61631 -26.50890 22.81607 -0.33 -0.02 0.09 0.07
C -10.17347 -21.57442 25.28795 1.51 -1.71 -0.43 -0.05
C -8.68153 -21.31819 24.86402 -1.38 1.77 1.01 -0.44
C -8.39990 -21.64286 23.43573 -1.68 -1.26 -0.81 -0.24
O -7.21100 -21.11857 22.92883 0.71 -0.11 -0.67 -0.20
C -7.09032 -21.24292 21.49919 0.10 0.06 -0.35 -0.07
N -8.48303 -19.90737 25.09858 0.92 0.63 0.20 0.04
H -10.41220 -21.30746 26.31744 0.40 0.38 -0.15 0.08
H -10.23409 -22.66229 25.25684 -0.75 -0.19 -0.12 0.07
H -10.89505 -21.13706 24.59793 0.16 0.06 -0.04 0.08
H -7.96621 -21.85083 25.49069 -0.18 -0.23 0.27 0.14
H -9.20229 -21.28240 22.79205 -0.42 0.26 0.03 0.13
H -8.49249 -22.72834 23.40020 0.60 -0.49 -0.61 0.13
H -6.18072 -20.73709 21.17534 0.08 -0.07 0.38 0.09
H -7.89410 -20.79869 20.91208 -0.49 0.55 0.60 0.09
H -7.08800 -22.26494 21.12027 0.28 -0.35 0.63 0.08
H -9.17727 -19.39083 24.57769 -0.27 0.16 -0.05 0.07
H -7.61357 -19.70669 24.62543 0.35 0.70 0.15 0.06
C -2.18403 -16.37457 23.27781 -1.10 0.43 1.10 -0.09
C -1.21633 -15.78523 22.23901 -1.94 -2.13 0.60 -0.35
C 0.22945 -16.33103 22.55207 -1.31 -0.06 -1.28 -0.12
O 0.18318 -17.76876 22.70763 0.95 0.22 0.57 -0.26
C 1.36308 -18.38289 23.23874 0.09 0.47 0.71 -0.08
N -1.77538 -16.22937 20.92747 2.60 -0.18 -0.48 0.04
H -2.28554 -17.45115 23.41478 0.87 -0.10 -0.41 0.06
H -3.21251 -16.14904 22.99589 0.00 0.45 -0.19 0.06
H -2.09296 -15.96659 24.28446 0.36 0.17 0.20 0.07
H -1.32211 -14.70246 22.30612 0.71 0.04 -0.01 0.13
H 0.61042 -15.89234 23.47431 0.12 0.17 -0.15 0.12
H 0.81227 -16.13481 21.65211 0.57 0.29 0.26 0.12
H 2.26987 -18.23284 22.65281 -0.20 -0.05 -0.52 0.09
H 1.20036 -19.44039 23.44684 -0.35 -0.04 -0.67 0.09
H 1.62253 -18.01381 24.23099 -0.26 0.56 0.18 0.09
H -1.54481 -17.21158 20.88048 0.06 -0.26 -0.31 0.04
H -2.77210 -16.23835 20.76447 -0.22 0.57 0.86 0.02
```
Forces are in eV/Å.

- Energy relative to the best compared isomer or geometry (same formula, charge and spin): 1.833 eV
- LUMO level: 0.654 eV
- Orbital gap: 8.958 eV
- SMILES string: COC[C@H](C)N.COC[C@H](C)N.COC[C@H](C)N.O.O.O.O